113
Properties=species:S:1:pos:R:3:forces:R:3 method="wB97M-V/def2-TZVPD" e_above_lowest_ev=0.8872 gap_ev="4.6829 / 7.3196" multiplicity=3
Ti 0.124 -0.343 1.472 0.489 -1.083 0.693
C -0.460 -3.543 1.564 0.028 0.030 0.035
N -0.649 -2.446 0.598 0.057 0.268 -0.039
C -2.077 -2.436 0.220 -0.090 -0.233 0.006
C -2.559 -1.200 -0.523 -0.090 -0.017 -0.109
C -2.855 0.003 0.365 0.001 0.291 0.154
N -1.629 0.698 0.748 -0.089 0.649 -0.092
C -1.599 1.980 0.670 -0.001 -0.366 0.102
C -0.424 2.807 0.852 -0.199 -0.005 0.038
C -0.619 4.186 1.036 0.114 -0.014 -0.014
C 0.446 5.048 1.157 -0.038 -0.100 -0.025
C 1.740 4.523 1.067 0.174 -0.019 -0.006
C 1.962 3.182 0.851 -0.151 -0.047 -0.056
C 0.884 2.278 0.736 0.082 0.193 -0.027
O 1.117 1.009 0.502 -0.077 0.261 -0.086
C 0.212 -2.726 -0.585 0.006 -0.219 0.095
C 1.576 -2.055 -0.537 0.057 0.019 -0.207
C 2.386 -2.244 0.742 0.023 -0.050 -0.051
N 1.854 -1.426 1.821 -0.267 0.411 -0.184
C 2.780 -1.005 2.711 -0.067 0.042 0.106
C 2.579 -0.024 3.719 0.148 0.095 0.214
C 3.649 0.266 4.599 0.016 -0.039 -0.029
C 3.554 1.198 5.609 0.090 -0.039 0.012
C 2.364 1.897 5.797 -0.144 0.025 -0.042
C 1.288 1.645 4.956 0.251 -0.032 0.055
C 1.373 0.711 3.923 -0.212 -0.050 -0.086
O 0.288 0.522 3.173 0.051 0.054 -0.134
H -0.689 -4.506 1.088 -0.015 0.040 0.022
H -1.120 -3.399 2.414 0.033 -0.032 -0.011
H 0.566 -3.551 1.920 -0.020 -0.027 0.003
H -2.637 -2.529 1.153 -0.048 -0.010 -0.057
H -2.289 -3.337 -0.380 0.052 0.082 0.036
H -3.491 -1.470 -1.031 -0.007 -0.020 0.041
H -1.855 -0.901 -1.302 0.025 0.003 -0.016
H -3.355 -0.316 1.285 -0.006 -0.023 -0.145
H -3.508 0.707 -0.169 -0.030 -0.111 0.062
H -2.512 2.531 0.411 -0.016 -0.138 -0.010
H -1.633 4.569 1.093 -0.020 -0.038 0.000
H 0.293 6.104 1.322 -0.018 0.023 0.005
H 2.588 5.189 1.173 0.009 -0.024 -0.007
H 2.962 2.770 0.787 0.013 0.042 0.010
H -0.313 -2.406 -1.484 0.063 0.120 0.010
H 0.345 -3.816 -0.643 -0.053 0.063 -0.096
H 1.463 -0.984 -0.733 -0.030 -0.056 0.032
H 2.144 -2.436 -1.395 -0.016 -0.078 0.078
H 3.421 -1.942 0.528 -0.048 -0.004 0.040
H 2.435 -3.314 1.010 0.000 0.037 -0.021
H 3.789 -1.413 2.639 -0.022 -0.039 -0.008
H 4.577 -0.279 4.459 0.011 0.003 0.008
H 4.406 1.382 6.251 0.017 0.011 0.024
H 2.274 2.633 6.585 0.010 0.020 0.025
H 0.350 2.173 5.066 -0.039 0.023 0.007
O -0.104 -0.115 -2.295 -0.284 0.174 -0.201
P 0.250 0.740 -3.454 0.267 -0.114 0.206
N -0.575 0.209 -4.795 0.210 0.117 0.050
C -1.134 -1.140 -4.895 -0.117 -0.102 0.134
C -0.739 -1.591 -6.295 0.035 -0.084 0.019
C -0.862 -0.298 -7.092 -0.012 0.050 -0.100
C -0.328 0.766 -6.129 0.011 0.140 -0.043
N 1.863 0.745 -3.873 -0.180 -0.035 -0.106
C 2.397 -0.539 -4.365 -0.090 -0.060 -0.052
C 3.858 -0.537 -3.926 0.017 -0.054 -0.054
C 3.817 0.236 -2.613 0.071 0.035 0.082
C 2.809 1.340 -2.904 -0.065 0.200 0.137
N -0.030 2.344 -3.208 0.010 -0.160 -0.096
C 0.503 3.426 -4.037 0.211 0.082 -0.033
C -0.729 4.241 -4.405 0.028 0.027 -0.046
C -1.550 4.172 -3.121 -0.093 0.052 0.043
C -1.303 2.752 -2.604 -0.171 -0.080 0.091
H -2.226 -1.107 -4.799 0.017 -0.031 0.001
H -0.751 -1.768 -4.093 0.002 -0.041 -0.025
H -1.367 -2.394 -6.678 -0.034 -0.013 0.005
H 0.296 -1.941 -6.294 0.000 0.013 0.000
H -1.911 -0.100 -7.320 -0.009 -0.011 0.018
H -0.318 -0.312 -8.036 0.023 0.008 0.007
H -0.841 1.722 -6.265 0.022 -0.008 0.011
H 0.743 0.942 -6.275 0.006 -0.006 -0.040
H 2.284 -0.617 -5.449 0.014 -0.019 0.024
H 1.864 -1.381 -3.904 0.031 -0.010 -0.025
H 4.468 -0.006 -4.660 -0.004 0.016 0.005
H 4.256 -1.547 -3.826 0.006 -0.004 0.001
H 4.788 0.628 -2.314 -0.001 0.007 0.000
H 3.445 -0.396 -1.804 -0.002 -0.006 -0.032
H 3.291 2.214 -3.352 0.023 -0.030 0.010
H 2.281 1.666 -2.004 0.067 -0.004 -0.011
H 1.055 3.032 -4.889 -0.039 0.008 -0.023
H 1.198 4.037 -3.448 -0.015 0.000 -0.015
H -1.265 3.755 -5.224 -0.008 -0.007 -0.006
H -0.489 5.258 -4.712 0.011 0.013 0.009
H -2.609 4.377 -3.276 0.004 -0.016 0.000
H -1.177 4.898 -2.396 0.044 0.005 -0.008
H -2.104 2.066 -2.904 -0.007 0.021 -0.013
H -1.224 2.731 -1.520 -0.031 -0.009 -0.097
C -3.845 -3.487 4.695 -0.051 -0.064 0.069
N -3.452 -2.110 4.446 0.050 0.017 -0.012
C -4.398 -1.401 3.609 -0.071 0.046 -0.062
C -2.103 -1.861 4.165 0.045 0.191 0.079
O -1.772 -1.291 3.125 0.059 -0.148 -0.195
N -1.227 -2.268 5.118 -0.158 -0.038 -0.154
C 0.206 -2.193 4.900 0.150 0.005 -0.078
C -1.603 -2.496 6.498 -0.041 0.020 0.119
H -4.060 -4.009 3.753 0.005 -0.001 0.014
H -4.746 -3.515 5.312 -0.005 0.016 -0.015
H -3.062 -4.029 5.215 0.005 -0.020 -0.022
H -5.351 -1.327 4.135 0.011 -0.034 0.000
H -4.573 -1.913 2.652 0.028 0.019 0.014
H -4.029 -0.401 3.402 -0.016 0.002 0.043
H 0.436 -2.096 3.844 -0.019 0.011 0.019
H 0.668 -3.106 5.284 0.010 0.022 0.001
H 0.631 -1.332 5.420 0.010 -0.016 -0.014
H -2.639 -2.220 6.663 0.004 0.006 0.015
H -0.971 -1.878 7.139 0.003 0.007 0.010
H -1.455 -3.541 6.789 0.004 0.002 -0.013

=====

114
Properties=species:S:1:pos:R:3:forces:R:3 method="wB97M-V/def2-TZVPD" gap_ev=8.0877
Ga 0.033 0.008 -0.197 0.295 -0.166 0.139
C -3.099 7.120 0.941 -0.002 0.004 -0.003
C -3.822 6.231 -0.080 0.008 -0.004 0.004
C -4.029 7.040 -1.360 -0.002 0.001 0.000
C -5.200 5.843 0.472 -0.002 -0.002 -0.006
C -2.998 4.967 -0.324 -0.015 0.011 0.007
C -2.711 4.118 0.732 -0.007 0.002 0.012
C -1.976 2.968 0.514 -0.008 -0.020 0.004
Br -1.524 1.921 2.033 0.006 0.069 0.006
C -1.498 2.582 -0.741 0.032 0.063 -0.026
O -0.840 1.443 -0.952 -0.136 -0.006 0.066
C -1.723 3.482 -1.815 0.044 -0.051 0.048
C -2.479 4.624 -1.569 -0.012 0.028 0.023
C -1.099 3.264 -3.203 0.018 -0.017 0.020
C -1.487 4.375 -4.182 0.001 0.013 -0.041
C 0.433 3.280 -3.082 -0.030 0.024 -0.020
C -1.543 1.934 -3.826 -0.030 0.011 -0.012
H -3.670 8.034 1.120 0.001 -0.007 0.003
H -2.109 7.400 0.575 -0.005 0.002 0.002
H -2.972 6.611 1.897 0.001 0.007 -0.005
H -4.631 7.923 -1.137 0.004 -0.001 -0.002
H -4.555 6.463 -2.123 0.004 0.003 0.002
H -3.080 7.382 -1.779 -0.006 -0.002 -0.002
H -5.802 6.737 0.652 0.004 -0.005 0.002
H -5.116 5.301 1.415 -0.001 0.001 -0.003
H -5.734 5.206 -0.236 0.001 0.005 0.004
H -3.042 4.338 1.738 -0.007 0.003 -0.007
H -2.661 5.292 -2.395 -0.008 -0.020 0.046
H -1.164 5.358 -3.836 0.001 -0.005 -0.017
H -2.564 4.404 -4.362 0.011 0.004 -0.005
H -0.994 4.185 -5.136 -0.004 -0.002 0.003
H 0.781 4.252 -2.723 -0.004 -0.011 0.020
H 0.892 3.094 -4.056 -0.012 -0.027 0.002
H 0.776 2.516 -2.388 0.001 -0.040 -0.006
H -2.631 1.826 -3.787 0.010 0.001 -0.005
H -1.081 1.101 -3.307 -0.031 -0.146 0.076
H -1.236 1.898 -4.873 0.019 -0.018 0.022
C 3.775 -1.909 2.172 0.009 -0.026 0.072
Sb 2.550 -1.841 0.388 0.073 0.084 0.030
C 1.650 0.095 0.982 -0.005 -0.065 -0.095
C 1.311 0.129 2.442 0.028 0.041 0.028
C 1.480 1.279 3.229 0.044 -0.014 0.004
C 1.113 1.272 4.560 0.006 -0.012 0.003
C 0.566 0.120 5.109 0.004 0.008 -0.007
C 0.447 -0.977 4.278 -0.069 0.069 0.000
N 0.819 -0.984 3.001 -0.041 0.097 -0.020
Si 2.813 1.496 0.403 0.017 0.010 -0.031
C 1.954 3.169 0.371 -0.045 -0.023 0.048
C 3.449 1.249 -1.344 -0.045 -0.038 0.003
C 4.337 1.566 1.507 -0.007 -0.008 0.006
C 0.909 -3.345 0.770 -0.022 0.158 -0.068
C -0.374 -2.748 1.262 0.044 -0.016 0.054
C -1.126 -3.434 2.232 0.000 -0.029 -0.049
C -2.337 -2.973 2.684 -0.013 0.009 -0.016
C -2.854 -1.805 2.139 0.002 -0.035 0.014
C -2.111 -1.185 1.170 -0.079 -0.051 -0.047
N -0.907 -1.613 0.738 -0.120 0.168 -0.137
Si 1.730 -4.585 2.002 -0.018 -0.049 0.102
C 1.738 -3.961 3.775 0.038 0.035 0.006
C 3.515 -4.972 1.511 -0.025 -0.120 -0.138
C 0.925 -6.293 2.114 -0.009 0.026 -0.045
Si 0.496 -4.389 -0.827 0.033 -0.079 0.048
C -1.009 -5.468 -0.459 0.021 0.016 0.019
C 0.062 -3.534 -2.425 0.031 0.132 0.092
C 1.972 -5.453 -1.304 -0.001 0.004 0.071
H 4.646 -1.305 1.919 0.000 0.025 -0.012
H 4.117 -2.912 2.412 -0.020 0.245 0.025
H 3.276 -1.472 3.032 0.038 0.035 -0.025
H 1.880 2.183 2.798 -0.006 -0.018 0.023
H 1.244 2.163 5.161 0.003 0.001 -0.006
H 0.258 0.069 6.143 -0.006 0.004 -0.002
H 0.044 -1.913 4.656 0.000 0.051 0.000
H 1.053 3.127 -0.246 0.035 0.015 0.034
H 2.629 3.894 -0.091 0.001 -0.006 -0.001
H 1.663 3.563 1.345 0.000 0.016 -0.020
H 2.692 1.487 -2.091 0.011 0.003 -0.020
H 3.820 0.243 -1.545 0.007 0.003 -0.016
H 4.278 1.945 -1.499 -0.002 0.001 0.030
H 4.136 1.354 2.558 0.004 0.007 -0.007
H 4.792 2.558 1.444 0.001 -0.008 -0.007
H 5.083 0.848 1.158 0.002 0.006 0.002
H -0.742 -4.360 2.624 -0.016 0.014 -0.003
H -2.882 -3.524 3.441 0.006 0.001 0.004
H -3.801 -1.386 2.448 0.003 0.002 -0.009
H -2.488 -0.298 0.687 0.005 0.004 -0.026
H 2.046 -2.922 3.866 -0.006 -0.178 -0.007
H 2.447 -4.581 4.332 -0.007 -0.026 0.002
H 0.765 -4.068 4.259 0.027 -0.022 -0.009
H 3.966 -4.294 0.787 0.000 -0.094 -0.003
H 3.572 -5.976 1.091 -0.009 -0.038 -0.011
H 4.141 -4.955 2.407 -0.017 -0.046 -0.028
H -0.154 -6.300 2.264 0.002 -0.009 0.018
H 1.380 -6.792 2.975 0.014 0.012 -0.013
H 1.138 -6.904 1.237 -0.016 -0.010 -0.009
H -1.682 -5.020 0.274 -0.017 -0.011 -0.018
H -0.743 -6.462 -0.104 0.019 -0.026 0.029
H -1.581 -5.584 -1.382 0.021 -0.010 -0.002
H -0.743 -2.811 -2.331 -0.068 0.066 0.000
H -0.289 -4.344 -3.071 0.005 0.022 -0.003
H 0.923 -3.076 -2.907 0.031 0.082 -0.032
H 2.111 -6.341 -0.690 0.021 0.010 0.023
H 2.902 -4.881 -1.298 0.003 0.004 -0.023
H 1.804 -5.783 -2.332 -0.012 -0.018 0.016
N 2.265 0.995 -5.887 0.014 -0.024 0.062
C 2.073 0.297 -4.986 -0.194 0.259 -0.010
N 1.889 -0.559 -4.005 0.265 -0.447 -0.094
C 1.250 -0.475 -2.939 -0.126 0.184 0.038
N 0.679 -0.548 -1.915 -0.074 -0.147 -0.053
N -3.337 -2.092 -1.696 0.017 0.014 -0.059
N -2.592 -0.874 -1.728 -0.029 0.069 -0.088
H -4.098 -2.089 -2.367 -0.054 0.010 0.025
H -3.735 -2.197 -0.771 0.041 -0.027 0.035
H -3.184 -0.054 -1.827 -0.046 0.024 -0.048
H -1.990 -0.900 -2.539 0.135 -0.017 -0.007

=====

110
Properties=species:S:1:pos:R:3:forces:R:3 method="wB97M-V/def2-TZVPD" gap_ev=8.4556
H -2.510 1.631 1.077 0.229 -0.626 0.441
N -2.355 0.921 1.826 2.281 -4.791 -3.105
C -1.826 -0.223 1.252 -1.757 3.309 1.399
C -1.505 -0.368 -0.383 0.016 0.210 2.041
C 0.129 -0.078 -0.598 -1.384 0.606 1.628
F 0.213 1.368 -0.981 0.195 -3.519 0.678
C 0.769 -0.180 0.944 5.790 -0.206 6.413
N 1.451 -0.244 2.050 -6.417 0.585 -10.072
C 0.837 -1.099 -1.666 0.765 -0.952 -0.555
C 1.240 -2.468 -0.812 1.977 -6.198 5.721
N 1.545 -3.481 -0.041 -2.780 9.476 -7.273
C -0.148 -1.603 -2.892 -0.027 -0.355 -0.035
C -0.876 -0.391 -3.722 -0.971 -0.466 -0.258
C -0.118 0.030 -5.126 -0.664 1.679 -0.400
C -0.209 1.695 -5.230 0.224 3.912 -0.340
C -1.021 2.497 -6.423 2.194 2.362 3.497
C -1.042 4.167 -6.363 1.558 -1.278 2.397
C -0.317 5.057 -5.182 0.580 -4.657 0.359
C 0.518 4.261 -4.015 -2.147 -2.627 -3.062
C 0.545 2.613 -4.090 -1.595 1.821 -2.216
C 2.210 -0.542 -2.365 1.288 -0.363 0.636
C 3.184 0.343 -1.390 1.421 0.107 -0.982
C 4.708 0.277 -2.071 0.993 0.346 -0.194
C 5.785 1.280 -1.290 -0.463 0.074 -0.553
C 4.733 0.732 -3.649 -0.858 -0.146 -0.402
H -1.630 -1.125 2.010 -0.327 2.012 -2.015
H -2.144 0.475 -0.897 1.459 -1.889 0.738
H -1.817 -1.460 -0.662 0.738 2.219 0.184
H 0.540 -2.206 -3.650 -1.402 1.203 1.758
H -0.938 -2.373 -2.473 1.648 1.638 -0.950
H -1.098 0.568 -3.053 0.751 -2.106 -1.525
H -1.944 -0.811 -4.051 2.293 0.929 0.828
H 0.984 -0.360 -5.212 -2.056 0.927 0.367
H -0.687 -0.369 -6.084 1.085 0.669 2.144
H -1.578 1.934 -7.292 1.264 1.267 1.974
H -1.608 4.771 -7.212 1.299 -1.560 1.996
H -0.354 6.228 -5.122 -0.058 -2.623 -0.400
H 1.081 4.795 -3.110 -1.376 -1.196 -2.367
H 1.154 2.056 -3.260 -1.351 1.179 -1.721
H 2.839 -1.507 -2.676 -1.570 2.104 0.619
H 2.039 0.066 -3.352 -0.161 -1.220 2.075
H 3.299 -0.092 -0.298 -0.528 0.940 -2.215
H 2.883 1.496 -1.385 0.440 -2.558 0.213
H 5.145 -0.832 -2.042 -1.153 2.273 0.147
H 5.689 1.239 -0.124 0.232 -0.088 -2.215
H 5.545 2.396 -1.630 0.604 -2.355 0.730
H 6.889 1.000 -1.632 -2.390 0.677 0.823
H 5.814 0.809 -4.111 -2.047 -0.096 1.225
H 4.191 1.789 -3.766 1.203 -2.227 0.209
H 4.156 -0.059 -4.331 1.194 1.729 1.534
C -3.413 -3.388 6.317 -0.406 -0.281 -0.001
C -3.805 -2.672 5.052 -1.215 -0.462 -0.767
C -2.933 -1.531 4.602 -0.300 0.100 -0.392
O -4.799 -3.008 4.411 1.165 0.415 0.735
H -4.132 -4.188 6.519 0.139 0.166 -0.094
H -2.420 -3.831 6.201 0.034 0.191 0.151
H -3.422 -2.689 7.157 0.283 -0.027 -0.024
H -1.919 -1.891 4.409 0.057 0.111 0.231
H -2.921 -0.749 5.365 0.206 -0.077 0.009
H -3.337 -1.109 3.675 0.038 -0.070 0.220
C -5.406 -1.282 10.187 0.331 -0.442 0.188
C -4.433 -0.612 9.255 1.266 -0.312 -0.218
C -4.907 0.613 8.519 0.677 -0.130 -0.076
O -3.293 -1.048 9.100 -1.324 0.405 0.174
H -4.927 -2.152 10.648 -0.094 0.186 -0.102
H -5.704 -0.587 10.976 -0.179 -0.019 -0.147
H -6.282 -1.621 9.628 -0.069 0.186 0.116
H -5.182 1.392 9.234 -0.212 -0.069 -0.063
H -5.761 0.359 7.886 -0.031 0.161 0.125
H -4.099 0.990 7.883 -0.348 -0.188 0.275
C -4.177 2.582 3.771 0.028 -0.559 0.327
C -4.669 2.884 5.161 0.068 -1.021 0.866
C -5.196 4.270 5.424 -0.130 -0.072 0.552
O -4.641 2.033 6.048 -0.087 1.217 -1.278
H -3.826 1.545 3.728 -0.062 0.362 -0.017
H -4.992 2.705 3.054 0.110 0.181 -0.038
H -3.344 3.243 3.519 -0.144 0.028 -0.120
H -6.056 4.468 4.780 0.178 0.120 -0.085
H -4.409 5.007 5.246 -0.148 0.013 -0.176
H -5.516 4.344 6.469 0.073 -0.024 -0.225
C -0.336 -6.978 -3.959 -0.229 0.221 -0.470
C -0.429 -5.739 -3.109 -0.558 1.200 -0.390
C 0.108 -5.818 -1.705 -0.301 0.494 0.011
O -0.926 -4.701 -3.545 0.550 -1.222 0.470
H -0.762 -6.773 -4.947 0.092 -0.031 0.220
H 0.712 -7.265 -4.083 -0.088 -0.159 0.149
H -0.901 -7.790 -3.495 0.228 -0.045 0.034
H 1.175 -6.053 -1.729 -0.097 -0.145 0.122
H -0.438 -6.579 -1.141 0.205 -0.121 -0.054
H -0.027 -4.850 -1.210 0.070 -0.383 -0.164
C 3.213 5.729 0.392 0.120 -0.383 -0.323
C 2.462 6.498 -0.663 -0.121 -0.556 -1.382
C 1.853 7.814 -0.260 -0.200 0.109 -0.475
O 2.350 6.067 -1.809 0.115 0.534 1.413
H 3.597 4.799 -0.042 -0.098 0.209 0.080
H 4.057 6.322 0.753 -0.158 0.000 0.167
H 2.542 5.479 1.217 0.139 0.159 0.076
H 2.637 8.500 0.072 -0.115 -0.068 0.190
H 1.122 7.657 0.537 0.188 0.094 0.098
H 1.343 8.257 -1.122 0.125 -0.122 0.184
C 4.357 -5.240 -3.450 -0.482 0.127 0.064
C 4.831 -3.853 -3.793 -0.925 1.125 -0.013
C 6.293 -3.679 -4.109 -0.054 0.517 -0.078
O 4.055 -2.900 -3.813 0.947 -1.182 -0.031
H 3.281 -5.215 -3.245 0.226 0.042 -0.034
H 4.537 -5.913 -4.293 0.163 -0.050 0.154
H 4.874 -5.600 -2.558 0.078 -0.108 -0.170
H 6.559 -4.282 -4.980 0.090 -0.105 0.184
H 6.897 -3.969 -3.246 0.020 -0.169 -0.153
H 6.491 -2.626 -4.337 -0.073 -0.223 0.054